No. 1
55
Properties=species:S:1:pos:R:3:lowdin_charge:R:1 method="wB97M-V/def2-TZVPD" homo_energy_ha=-0.110 lumo_energy_ev=0.933 e_tot_ev=-1108106.91696 gap_ev=3.932 charge=-1
C 0.28024 -3.47384 -0.17519 -0.03
C 0.04468 -2.05418 -0.71129 -0.33
C 0.42706 -1.94923 -2.20613 -0.13
O 1.17049 -0.77186 -2.52117 -0.03
C 2.51173 -1.09070 -2.76676 -0.52
O 2.79582 -1.65711 -3.78438 0.10
C 3.43293 -0.72773 -1.65196 -0.46
S 5.12367 -0.39853 -2.24881 0.68
N 6.19172 -0.81534 -1.00069 -0.68
P 5.69364 -0.63081 0.50797 0.50
O 6.26301 0.91170 0.97511 -0.35
O 6.88235 -1.55783 1.26203 -0.36
O 0.81497 -1.17535 0.10152 0.04
C 0.56723 0.15435 0.08542 -0.56
O 1.42435 0.92634 0.39900 0.12
C -0.82487 0.65781 -0.24512 -0.43
S -1.51749 1.51768 1.22058 0.61
H 1.19402 -3.91289 -0.58030 -0.01
H -0.58995 -4.10654 -0.33063 0.08
H 0.42243 -3.38238 0.90245 0.09
H -1.02651 -1.87530 -0.63764 0.09
H 1.01751 -2.81596 -2.50114 0.10
H -0.48165 -1.97791 -2.80818 0.05
H 3.03086 0.14157 -1.13914 0.06
H 3.40871 -1.57240 -0.96916 0.04
H 6.27930 0.99036 1.93626 -0.01
H 6.99329 -1.22794 2.15998 0.00
H -1.53821 -0.10569 -0.51071 0.02
H -0.71365 1.41788 -1.01246 0.08
H -0.73450 0.97084 2.15574 -0.13
C -4.86005 4.21846 -0.46600 -1.63
Br -5.47490 5.33035 -1.90981 0.58
Br -3.38000 3.11546 -0.98689 0.61
Br -4.42251 5.26273 1.09256 0.57
H -5.67442 3.56369 -0.19536 -0.03
C -0.74520 3.11348 4.81425 -1.64
Br -2.45017 3.20731 3.93385 0.53
Br -0.54640 4.51260 6.11996 0.57
Br -0.44513 1.37577 5.57733 0.58
H 0.01282 3.26652 4.05884 -0.02
C -3.89607 -1.55421 -4.55302 -1.64
Br -2.58995 -2.15775 -5.82408 0.59
Br -5.44648 -2.69340 -4.52428 0.57
Br -3.12494 -1.36658 -2.80240 0.64
H -4.22380 -0.57406 -4.86441 -0.03
C 4.05351 -5.83503 -1.51810 -1.62
Br 2.26838 -5.71468 -2.25340 0.60
Br 4.43643 -4.45424 -0.24734 0.63
Br 4.37382 -7.59269 -0.78906 0.54
H 4.73688 -5.70533 -2.34418 -0.03
C -6.13857 6.06963 4.67117 -1.66
Br -7.81735 6.14743 3.73619 0.56
Br -5.97367 7.49453 5.95183 0.57
Br -5.85600 4.35236 5.48071 0.56
H -5.35938 6.20865 3.93639 -0.07

No. 2
66
Properties=species:S:1:pos:R:3:lowdin_charge:R:1 method="wB97M-V/def2-TZVPD" homo_energy_ha=-0.340 lumo_energy_ev=0.242 e_tot_ev=-65469.44089 gap_ev=9.485 e_above_lowest_kcal_mol=0.00
F -1.32702 0.20375 -7.71949 0.07
C -1.16939 -0.62001 -6.68147 -0.29
C -2.22230 -1.48822 -6.41676 0.00
C -2.15769 -2.29111 -5.23416 -0.05
C -1.04382 -2.22953 -4.34501 -0.04
C 0.08688 -1.35001 -4.72693 -0.08
C -0.06169 -0.48034 -5.79330 -0.04
H -2.91526 -1.54517 -7.19278 0.10
H -2.87221 -2.99408 -5.07928 0.06
H -0.90610 -2.90307 -3.56868 0.05
H 0.97546 -1.29694 -4.08982 0.09
H 0.62091 0.42319 -5.97623 0.14
F 1.21367 0.12613 2.29835 0.02
C 2.08437 0.33071 3.33587 -0.29
C 3.42008 0.53845 2.98210 -0.01
C 4.36353 0.67882 4.01400 0.01
C 3.90570 0.47725 5.42525 -0.06
C 2.59816 0.41497 5.69365 -0.06
C 1.61584 0.34059 4.61295 0.02
H 3.69208 0.90357 1.96131 0.11
H 5.35734 0.96929 4.00480 0.07
H 4.46317 0.67666 6.14734 0.02
H 2.37208 0.15165 6.65126 0.07
H 0.55872 0.18287 4.76631 0.11
F -1.61821 -4.33544 1.76971 0.01
C -0.56405 -3.66607 1.21007 -0.21
C -0.59656 -3.41449 -0.21298 -0.02
C 0.51944 -2.72141 -0.74315 -0.07
C 1.58756 -2.43683 0.16031 -0.10
C 1.62029 -2.73764 1.49007 -0.13
C 0.62688 -3.38924 2.09654 0.02
H -1.62263 -3.51897 -0.78764 0.14
H 0.53966 -2.33621 -1.77986 0.09
H 2.31847 -1.90199 -0.34220 0.08
H 2.43808 -2.50760 1.88509 0.04
H 0.41763 -3.54239 3.24460 0.16
C 0.95444 2.72096 -2.51508 -0.20
C 0.94730 1.22830 -2.36732 -0.21
C 1.16584 1.02340 -0.92885 -0.26
S 2.32773 2.18054 -0.39312 0.67
O 3.63540 1.50436 -0.49544 -0.34
O 1.84052 2.88544 0.77983 -0.30
C 2.19289 3.16662 -1.77717 -0.26
H 0.15082 3.23303 -2.06253 0.11
H 0.66205 3.11760 -3.48585 0.13
H 1.87676 0.81217 -2.75098 0.13
H 0.15839 0.96080 -2.85731 0.06
H 1.42271 -0.01095 -0.47308 0.12
H 0.32339 1.43578 -0.42013 0.08
H 3.10151 3.36766 -2.37240 0.13
H 2.17332 4.13034 -1.25023 0.11
C -2.15102 0.88816 1.99116 -0.19
C -3.14578 -0.22071 1.65949 -0.26
C -4.47221 0.21626 2.20649 -0.26
S -4.41536 1.98829 2.24216 0.61
O -4.72713 2.33365 3.55752 -0.30
O -5.32514 2.55845 1.22930 -0.33
C -2.75939 2.34828 1.94646 -0.22
H -1.01773 0.84316 1.34776 0.18
H -1.95607 0.87366 2.99671 0.06
H -2.83994 -1.22599 2.06577 0.12
H -3.39429 -0.40870 0.55878 0.13
H -4.39896 -0.25152 3.23532 0.13
H -5.37269 -0.16908 1.62181 0.13
H -2.46101 2.92525 2.73690 0.07
H -2.81541 2.83365 0.91413 0.13

No. 3
69
Properties=species:S:1:pos:R:3:lowdin_spin:R:1 method="wB97M-V/def2-TZVPD" homo_energy_ha="-0.695 / -0.722" lumo_energy_ev="-11.047 / -14.804" e_tot_ev=-75421.04801 gap_ev="7.869 / 4.852" e_above_lowest_kcal_mol=8.57 multiplicity=5 charge=+4
Pd 0.44203 -0.95864 0.63862 0.87
P -2.36846 -0.34245 1.00332 0.03
P 1.17538 0.95725 1.76704 0.21
P 0.53842 -3.13917 1.46991 0.27
H -0.13665 2.62193 -2.51654 0.00
C -0.11148 1.95917 -3.39193 0.00
C -1.10959 1.09430 -3.65368 0.00
H -2.08219 1.11974 -3.13745 0.00
C -2.83105 1.21371 0.23272 0.01
C -2.44682 -0.16951 2.78615 0.01
C -3.45371 -1.69126 0.50245 0.00
C 2.75629 1.63694 1.14580 0.03
C 0.16521 2.47783 1.87862 0.05
C 1.54898 0.54297 3.50314 0.04
C 0.00171 -4.42895 0.29270 0.06
C -0.38394 -3.48039 3.01977 0.06
C 2.28459 -3.50217 1.83312 0.04
H 0.80234 1.95641 -3.99495 0.00
H -1.00484 0.35298 -4.46510 0.00
H -2.20663 1.47490 -0.63354 0.00
H -2.75975 2.03517 0.96330 0.00
H -3.87100 1.11511 -0.09472 0.00
H -2.00719 0.76763 3.13715 0.00
H -1.98870 -0.99613 3.33859 0.00
H -3.51299 -0.14702 3.03808 0.00
H -3.36987 -1.84235 -0.57335 0.00
H -4.47663 -1.41236 0.76986 0.00
H -3.18598 -2.61971 1.01683 0.00
H 3.13514 2.36604 1.87383 0.01
H 2.59681 2.13049 0.17615 0.00
H 3.50319 0.84165 1.00616 0.00
H 0.55988 3.12216 2.67756 0.01
H -0.88407 2.25311 2.09565 0.00
H 0.21173 3.01937 0.92391 0.00
H 2.07569 1.39067 3.96477 0.01
H 2.18203 -0.35242 3.51342 0.00
H 0.62009 0.32934 4.05018 0.00
H 0.45439 -5.41595 0.51791 0.01
H 0.28637 -4.12847 -0.72838 0.00
H -1.09541 -4.51001 0.34669 0.00
H -0.11042 -4.46919 3.44101 0.01
H -1.47051 -3.47354 2.83399 0.00
H -0.14393 -2.69237 3.76180 0.00
H 2.50180 -4.57215 1.63923 0.01
H 2.48068 -3.25131 2.88322 0.00
H 2.92070 -2.86205 1.18705 0.01
C 2.45133 -2.03701 -1.96195 0.19
C 3.73362 -2.59552 -2.19849 0.11
C 3.92547 -3.44109 -3.28020 0.01
C 2.86857 -3.74356 -4.13634 0.20
C 1.59612 -3.21694 -3.89323 0.03
C 1.37033 -2.35579 -2.81423 0.09
S 2.39454 -0.90092 -0.68676 0.58
H -1.20831 -0.67246 0.11099 0.04
H 4.52949 -2.31545 -1.49326 0.00
H 4.91404 -3.84030 -3.46136 0.00
H 3.03758 -4.43862 -4.96383 0.01
H 0.77486 -3.46388 -4.55825 0.00
H 0.39693 -1.88936 -2.62443 0.00
C -0.94391 6.06967 -2.15474 0.06
S -1.36267 4.91726 -0.81009 0.29
C -2.32399 6.05542 0.21585 0.06
O -2.33297 3.92225 -1.36184 0.57
H -0.48300 6.96361 -1.70706 0.00
H -1.86750 6.32014 -2.69557 0.01
H -0.21963 5.56343 -2.80885 0.00
H -3.34291 6.11345 -0.18460 0.00
H -2.32369 5.64197 1.23207 0.00
H -1.81590 7.02241 0.19607 0.00

No. 4
8
Properties=species:S:1:pos:R:3:lowdin_charge:R:1 method="wB97M-V/def2-TZVPD" homo_energy_ha=-0.386 lumo_energy_ev=0.775 e_tot_ev=-6694.70490 gap_ev=11.284 e_above_lowest_kcal_mol=41.21
C -0.02405 1.55463 1.58869 0.02
C 0.53353 -1.03013 -1.24697 -0.48
C -0.59216 1.30321 0.53617 -0.01
N 0.07734 -1.81502 -0.48133 0.18
O 1.07952 -0.22407 -1.85615 0.16
H -1.18270 1.29726 -0.31684 0.01
H 0.59916 1.58825 2.44468 0.01
H -0.49064 -2.67414 -0.66825 0.12

Computed values of max |F| (unit: eV/Å) for the preceding records, in sequence: 1.01, 9.72, 2.70, 3.74.